Formula: C27H41N8O2PPdS3
Source: the OMol25 dataset
Level of theory: ωB97M-V/def2-TZVPD

Geometry as ORCA input:
```
! wB97M-V def2-TZVPD RIJCOSX def2/J DEFGRID3
* xyz -2 1
Pd 0.412 -0.862 0.479
S 2.574 -2.038 1.157
C 3.148 -0.945 2.421
C 4.499 -1.025 2.806
C 5.054 -0.255 3.821
C 4.243 0.655 4.494
C 2.912 0.774 4.121
C 2.320 0.012 3.092
S 0.624 0.303 2.718
H 5.120 -1.736 2.272
H 6.102 -0.367 4.082
H 4.642 1.262 5.302
H 2.273 1.487 4.632
C -5.040 1.946 0.323
N -4.535 1.136 -0.792
N -3.792 0.051 -0.295
C -2.478 0.070 -0.803
O -1.653 -0.758 -0.510
C -2.446 1.234 -1.695
C -3.631 1.832 -1.626
C -4.094 3.087 -2.280
C -4.464 -1.096 0.172
C -3.739 -2.116 0.801
C -4.409 -3.247 1.239
C -5.786 -3.372 1.090
C -6.495 -2.350 0.477
C -5.841 -1.216 0.011
H -5.652 1.315 0.965
H -5.663 2.747 -0.076
H -4.219 2.368 0.911
H -1.575 1.530 -2.254
H -3.398 3.362 -3.070
H -4.144 3.918 -1.572
H -5.088 2.953 -2.714
H -2.669 -2.033 0.923
H -3.830 -4.035 1.704
H -6.299 -4.257 1.447
H -7.568 -2.435 0.343
H -6.389 -0.433 -0.498
C 0.941 5.307 -2.042
N 1.855 4.194 -2.320
C 1.639 3.710 -3.683
P 1.725 2.983 -1.124
O 0.344 2.517 -0.894
N 2.320 3.775 0.222
C 2.172 2.992 1.467
C 3.545 4.553 0.189
N 2.752 1.822 -1.681
C 4.108 2.192 -2.057
C 2.725 0.458 -1.099
H 1.135 6.115 -2.753
H 1.105 5.679 -1.031
H -0.111 5.003 -2.125
H 1.794 4.540 -4.378
H 0.621 3.323 -3.833
H 2.339 2.915 -3.924
H 1.284 2.362 1.440
H 2.090 3.676 2.315
H 3.033 2.336 1.634
H 3.680 5.017 -0.787
H 4.429 3.945 0.419
H 3.488 5.345 0.944
H 4.155 3.219 -2.421
H 4.454 1.529 -2.856
H 4.805 2.082 -1.219
H 1.840 0.155 -0.494
H 3.558 0.360 -0.396
H 2.861 -0.279 -1.892
C 0.578 -8.125 1.177
C -0.674 -7.613 0.457
C -0.558 -6.178 0.050
N -1.249 -5.224 0.566
N -0.942 -3.967 0.090
C 0.002 -3.987 -0.814
N 0.472 -2.934 -1.517
S 0.566 -5.625 -1.148
H 0.459 -9.168 1.481
H 0.775 -7.521 2.064
H 1.454 -8.053 0.530
H -1.542 -7.684 1.114
H -0.865 -8.230 -0.426
H 0.424 -1.895 -0.950
H 1.390 -3.086 -1.913
*
```

- HOMO level (eV) = 0.794

***

Formula: C27H41NO23
Source: the OMol25 dataset
Level of theory: ωB97M-V/def2-TZVPD

Geometry as ORCA input:
```
! wB97M-V def2-TZVPD RIJCOSX def2/J DEFGRID3
* xyz 0 1
N 1.683 4.668 2.704
C 0.713 5.501 3.425
C 0.281 4.966 4.792
C -0.401 6.046 5.626
C -1.144 5.579 6.889
C -0.511 4.443 7.701
O -1.364 3.281 7.787
C -1.533 2.584 6.656
O -2.580 2.405 6.117
O -0.364 2.068 6.243
C -0.453 1.114 5.182
C 0.926 0.881 4.645
O 1.628 0.007 5.544
C 2.955 -0.049 5.390
O 3.678 -0.570 6.179
H 1.421 3.691 2.788
H 2.588 4.744 3.158
H 1.163 6.488 3.553
H -0.165 5.604 2.782
H -0.388 4.113 4.643
H 1.181 4.602 5.297
H 0.328 6.820 5.876
H -1.137 6.536 4.982
H -2.166 5.293 6.634
H -1.239 6.437 7.556
H -0.388 4.740 8.738
H 0.470 4.145 7.329
H -0.871 0.187 5.576
H -1.102 1.491 4.391
H 0.865 0.424 3.655
H 1.451 1.836 4.569
H 3.341 0.384 4.450
O 1.825 -0.039 0.095
C 2.335 -0.896 0.747
O 2.115 -1.079 2.067
C 2.693 -2.341 2.448
C 3.752 -2.539 1.383
O 3.196 -1.816 0.273
H 3.093 -2.279 3.457
H 1.926 -3.110 2.404
H 4.708 -2.084 1.647
H 3.902 -3.578 1.108
O -0.552 3.413 -5.101
C -0.051 2.576 -4.411
O -0.226 2.480 -3.081
C 0.342 1.234 -2.641
C 1.345 0.936 -3.734
O 0.762 1.605 -4.865
H 0.783 1.345 -1.656
H -0.452 0.486 -2.603
H 2.322 1.381 -3.536
H 1.447 -0.123 -3.940
O 0.901 -5.285 2.458
C 0.018 -5.064 1.685
O 0.214 -4.708 0.398
C -1.054 -4.741 -0.280
C -2.023 -4.558 0.871
O -1.294 -5.110 1.977
H -1.099 -3.937 -1.010
H -1.157 -5.702 -0.778
H -2.204 -3.500 1.075
H -2.965 -5.080 0.747
O -0.251 6.938 -10.453
C -0.602 6.181 -9.605
O -0.070 6.103 -8.368
C -0.892 5.242 -7.564
C -1.582 4.398 -8.617
O -1.597 5.273 -9.752
H -0.291 4.663 -6.875
H -1.597 5.859 -7.003
H -1.009 3.505 -8.871
H -2.599 4.117 -8.360
O 0.809 -2.282 -4.614
C 1.781 -2.767 -5.101
O 2.536 -2.177 -6.053
C 3.734 -2.943 -6.224
C 3.311 -4.311 -5.718
O 2.284 -3.978 -4.777
H 4.029 -2.929 -7.269
H 4.522 -2.499 -5.614
H 2.875 -4.929 -6.504
H 4.101 -4.860 -5.215
O -2.913 -7.175 -0.447
C -3.970 -7.410 -0.941
O -4.230 -8.453 -1.752
C -5.647 -8.532 -1.955
C -6.088 -7.106 -1.673
O -5.078 -6.657 -0.760
H -5.851 -8.866 -2.967
H -6.060 -9.245 -1.241
H -6.056 -6.476 -2.562
H -7.064 -7.029 -1.203
*
```

- HOMO level (eV) = -9.500
- SMILES = NCCCCCOC(=O)OCCOC=O.O=C1OCCO1.O=C1OCCO1.O=C1OCCO1.O=C1OCCO1.O=C1OCCO1.O=C1OCCO1

***

Calculated Kohn-Sham gap in order - 3.284 9.698 eV
Calculated DFT total energy in order - -89954.9859 -77246.8933 eV